A 12-piece molecular cluster, C35H98N14O19 overall at a distorted geometry. Source: the Open Molecules 2025 dataset; level of theory: ωB97M-V with the def2-TZVPD basis set.

The electronic energy is -3588.45727 Ha. The calculation puts the highest occupied orbital energy at -8.0 eV. For the orbital gap, the calculation gives 8.20 eV. Its structure (SMILES) is COCCNCCOC.COCCNCCOC.COCCNCCOC.COCCNCCOC.NC(N)=O.NC(N)=O.NC(N)=O.NC(N)=O.NC(N)=O.OCCO.OCCO.OCCO. Its lowest unoccupied orbital energy is 0.19 eV.

Positions of all 166 atoms, in Å:
O (-3.07424, -0.72017, 0.14455)
O (2.35545, -2.81094, -4.96724)
O (0.10123, -0.27356, -1.60577)
O (-3.63980, -3.98886, -1.67690)
O (1.53050, -2.53639, 1.56969)
O (-4.29776, -0.52900, -4.18026)
O (-5.14861, 1.07349, 0.11505)
O (-4.01558, 0.10560, 4.52081)
O (-7.25581, -2.51666, -1.09251)
O (4.57687, 0.89344, 6.84403)
O (4.59940, 6.24382, 0.71099)
O (-1.05739, 1.32915, -3.98907)
O (-0.57196, -5.92073, -5.57060)
O (0.64424, 2.55432, 3.76053)
O (1.14532, 4.21116, -4.13206)
O (3.43280, 1.68617, 0.35540)
O (1.36795, -3.85255, -0.71772)
O (-3.18677, 2.82677, 1.13498)
O (0.82994, -0.74649, 5.69338)
N (-3.23503, -4.31232, 0.50798)
N (-1.73529, -1.47655, 4.19386)
N (-2.47087, -1.13118, -5.37943)
N (5.40712, 3.45956, 1.50990)
N (-4.18356, -2.60821, -5.16328)
N (-5.37655, -1.41417, -1.80626)
N (3.33646, 2.84384, 5.21667)
N (-3.33710, -6.11766, -0.93367)
N (3.13952, 3.46936, -4.99106)
N (1.76045, 2.06957, -3.80969)
N (-1.56854, 3.57243, -3.64186)
N (-3.18504, 2.03144, -4.07068)
N (0.54901, -4.38669, -3.40090)
N (-7.11960, -1.70724, -3.21783)
C (-0.15932, 2.62593, 2.61099)
C (6.25235, 4.62150, 1.26964)
C (-3.35496, -4.76291, -0.76421)
C (-3.72756, -0.32514, 3.19016)
C (1.30348, 3.75470, 4.09161)
C (0.76083, -1.02432, 4.33078)
C (0.51646, -3.49619, 1.53237)
C (-0.77070, -4.99008, -3.33696)
C (-4.00320, 3.19253, 0.01983)
C (-2.20721, -0.78238, -0.96372)
C (-0.91607, -0.01129, -0.59541)
C (2.46374, 0.64593, 0.40509)
C (0.18843, -3.81033, 0.06775)
C (-3.68830, -1.39066, -4.85026)
C (-5.17959, 0.88852, 4.49630)
C (-0.58554, -0.75213, 3.67358)
C (-1.86473, 2.27434, -3.92822)
C (0.43492, -2.92576, -3.57702)
C (2.14877, -0.71986, 6.16702)
C (-6.62568, -1.93074, -1.97167)
C (4.68885, 1.26045, 0.82353)
C (1.99079, 3.31229, -4.29339)
C (5.27259, 0.00894, 7.68880)
C (5.39227, 1.87487, 6.21127)
C (-1.44133, -5.27405, -4.68250)
C (3.42752, -2.06378, -5.46704)
C (2.81795, 3.59501, 4.08419)
C (5.72432, 2.33864, 0.63004)
C (-5.32105, 2.48587, 0.13636)
C (1.77886, -2.26538, -3.78141)
C (-2.84338, -1.57272, 3.25474)
C (3.84351, 7.36689, 1.07300)
C (5.53927, 5.89109, 1.71729)
C (4.71401, 2.42787, 4.98644)
C (-1.19613, -6.26496, -6.79288)
H (-2.08456, -0.20375, -5.26626)
H (-4.87387, -1.57339, -0.94996)
H (-2.64096, 3.59051, 1.34166)
H (5.34237, 3.21451, 4.56569)
H (-0.56385, -0.34926, 0.37778)
H (-3.33368, -3.30756, 0.55111)
H (5.90723, 0.53681, 8.40441)
H (3.20617, -1.09557, -5.92994)
H (-6.03121, 2.70774, -0.66903)
H (0.93143, 4.21336, 5.00861)
H (7.24747, 4.56898, 1.71058)
H (4.45494, 8.21357, 1.39833)
H (6.74603, 1.98465, 0.77912)
H (-2.98561, -4.86933, 1.30080)
H (-3.50442, 2.81000, -0.88102)
H (2.43948, -2.49732, -2.93858)
H (1.09656, -2.04792, 4.10898)
H (-3.83932, 2.78778, -4.04204)
H (1.43930, -0.37128, 3.76155)
H (5.62637, 2.63200, 6.96665)
H (4.18905, -1.94106, -4.68992)
H (-1.08541, 3.16908, 2.83363)
H (2.77339, 2.00698, 5.33188)
H (-3.59857, 0.09767, 0.10000)
H (-3.50055, 1.12097, -4.39102)
H (4.43213, 3.66138, 1.30970)
H (5.99389, -0.59865, 7.12271)
H (1.14820, 4.53882, 3.33908)
H (3.27594, 7.65788, 0.18592)
H (2.44190, 1.37892, -4.06993)
H (0.36066, 3.18088, 1.82087)
H (-3.13841, 0.49185, 2.75586)
H (-1.48373, -2.44028, 4.38204)
H (5.67411, 2.69286, -0.41270)
H (-0.62399, 3.95705, -3.60730)
H (3.92564, -2.60339, -6.27488)
H (4.64002, -0.75083, 8.13918)
H (-0.14339, -2.73477, -4.49105)
H (6.31023, 1.36914, 5.88999)
H (-4.61323, -0.51235, 2.58160)
H (-0.67896, -5.94268, -2.80140)
H (1.01874, -4.01084, -1.62763)
H (-6.17457, 0.49355, 4.25818)
H (2.61126, -1.71232, 6.08684)
H (0.67952, -4.44785, 2.05303)
H (-1.44827, -4.42771, -2.69124)
H (-2.33182, -5.90339, -4.55549)
H (1.85059, -2.40249, 0.66602)
H (-3.48680, -2.40285, 3.56156)
H (-1.94384, -1.79502, -1.26670)
H (-0.11933, -2.56773, -2.71191)
H (-5.95237, 0.71940, 0.50996)
H (-2.31283, 4.22908, -3.52060)
H (2.77425, 0.02262, 5.67248)
H (0.80757, 1.76883, -3.64339)
H (-6.59882, -1.20940, -3.91797)
H (-0.52926, -6.89382, -7.37345)
H (-4.82942, -1.19036, -2.63379)
H (3.84449, 2.76118, -4.97239)
H (-1.83243, -4.31883, -5.06698)
H (-2.72011, -0.29099, -1.79891)
H (4.68698, 1.61361, 4.24638)
H (-5.78897, 2.84392, 1.06222)
H (5.00877, 0.33427, 0.32334)
H (6.38433, 4.75035, 0.18518)
H (2.13833, -0.45551, 7.22384)
H (3.31478, 4.38711, -5.35925)
H (4.63257, 0.94036, 1.87298)
H (-2.00897, -1.70702, -6.05712)
H (6.22616, 6.72984, 1.86375)
H (-3.74221, -3.22303, -5.81619)
H (-2.52420, -1.81586, 2.23221)
H (-5.00970, 1.77241, 3.86677)
H (-3.12317, -6.72592, -0.16669)
H (-0.75893, 0.32826, 3.71736)
H (-0.12889, 0.21048, -2.40595)
H (3.30963, 4.57031, 4.22336)
H (-0.40683, -3.06122, 1.93731)
H (3.06052, 7.16946, 1.81571)
H (-0.41982, 1.64460, 2.22080)
H (1.09620, -4.82853, -4.13001)
H (-8.08687, -1.91517, -3.38617)
H (5.03813, 5.66834, 2.66689)
H (-3.56796, -6.50106, -1.82890)
H (-0.49338, -0.90997, 2.58763)
H (-5.14218, -2.77699, -4.89881)
H (-2.11922, -6.81963, -6.58797)
H (2.51276, 0.11868, 1.36063)
H (-1.46205, -5.32717, -7.29208)
H (1.73759, -1.17632, -3.85335)
H (-0.97230, 1.07656, -0.67788)
H (-0.46947, -2.98436, -0.25194)
H (-0.49382, -4.64477, -0.13634)
H (2.53342, -0.04189, -0.44035)
H (1.50407, 1.14886, 0.31040)
H (3.19959, 3.29315, 3.09818)
H (-4.13484, 4.27205, -0.05618)
H (-5.40633, 1.35331, 5.46278)

A 3-piece molecular cluster, C5H10O overall. Source: the Open Molecules 2025 dataset; level of theory: ωB97M-V with the def2-TZVPD basis set.

The electronic energy is -271.57526 Ha. The calculation puts the highest occupied orbital energy at -9.5 eV. For the orbital gap, the calculation gives 10.23 eV. Its structure (SMILES) is CC1C=C1.[H][H].C=O. Its lowest unoccupied orbital energy is 0.77 eV. As for the energy relative to the best compared isomer or geometry (same formula, charge and spin): 111.3 kcal/mol.

Positions of all 16 atoms, in Å:
O (1.49019, -1.62491, 0.89355)
C (-1.17247, 0.53256, -0.76239)
C (2.06933, -0.89270, 0.13128)
C (0.25234, 0.66539, -1.21675)
C (-1.75037, -0.62411, 0.04128)
C (-0.10848, 1.47036, -0.26918)
H (-1.04696, -1.06247, 0.75517)
H (-2.62714, -0.27343, 0.60024)
H (-2.09272, -1.42277, -0.62789)
H (-1.92180, 0.96985, -1.42844)
H (0.12567, 2.31207, 0.36482)
H (0.99231, 0.39912, -1.95555)
H (0.64524, -0.04147, 2.00199)
H (2.38903, 0.12956, 0.40831)
H (0.43712, 0.67230, 1.96187)
H (2.31871, -1.20935, -0.89831)

One molecule with the formula C6H10O at a distorted geometry. Source: the Open Molecules 2025 dataset; level of theory: ωB97M-V with the def2-TZVPD basis set.

The electronic energy is -309.72150 Ha. The calculation puts the highest occupied orbital energy (spin up / spin down) at -6.5 / -6.8 eV. For the orbital gap (spin up / spin down), the calculation gives 7.43 / 7.75 eV. Its lowest unoccupied orbital energy (spin up / spin down) is 0.95 / 0.91 eV. As for the energy relative to the best compared isomer or geometry (same formula, charge and spin): 75.8 kcal/mol.

Positions of all 17 atoms, in Å:
O (-0.06873, 1.64419, 1.26996)
C (-1.33031, 1.33488, 0.94070)
C (0.79132, 0.44661, -1.20106)
C (-1.36968, 0.08269, 0.12166)
C (0.16217, -0.24881, 0.05118)
C (0.77457, 0.69979, 1.01545)
C (0.49255, -1.75395, 0.12553)
H (1.88421, 0.29726, -1.28288)
H (-2.03072, -0.69840, 0.55552)
H (1.82819, 0.80074, 1.19181)
H (0.19662, -2.22631, -0.81979)
H (-0.01693, -2.31527, 0.92855)
H (-2.06585, 2.10405, 1.07556)
H (0.27333, -0.01515, -2.02774)
H (0.63462, 1.54712, -1.27975)
H (-1.72453, 0.20818, -0.92240)
H (1.56918, -1.90762, 0.25772)

A 3-piece molecular cluster, C2H5FNO2 overall at a distorted geometry. Source: the Open Molecules 2025 dataset; level of theory: ωB97M-V with the def2-TZVPD basis set.

As for the total charge: -1. The electronic energy is -384.18493 Ha. The calculation puts the highest occupied orbital energy (spin up / spin down) at -3.9 / -3.3 eV. For the orbital gap (spin up / spin down), the calculation gives 8.19 / 7.07 eV. Its lowest unoccupied orbital energy (spin up / spin down) is 4.29 / 3.77 eV. As for the energy relative to the best compared isomer or geometry (same formula, charge and spin): 2.4 kcal/mol.

Positions of all 11 atoms, in Å:
F (-2.68514, 1.49858, 1.39376)
O (-0.08301, -0.90837, 1.03252)
O (-2.35708, -0.10875, -0.49954)
N (-2.37163, -0.16639, 0.65119)
C (0.53650, -0.72616, -0.15068)
C (1.47687, 0.46104, -0.19689)
H (1.50297, 0.71861, -1.33309)
H (1.02110, 1.27819, 0.32726)
H (0.85522, -1.75339, -0.50292)
H (2.40092, 0.20635, 0.28552)
H (-0.29672, -0.49970, -1.00713)

C12H33CuN3O3 as an isolated structure at a distorted geometry. Source: the Open Molecules 2025 dataset; level of theory: ωB97M-V with the def2-TZVPD basis set.

As for the total charge: +1. The electronic energy is -2507.07008 Ha. The calculation puts the highest occupied orbital energy at -10.7 eV. For the orbital gap, the calculation gives 8.35 eV. Its lowest unoccupied orbital energy is -2.34 eV. As for the energy relative to the best compared isomer or geometry (same formula, charge and spin): 61.4 kcal/mol.

Positions of all 52 atoms, in Å:
Cu (-0.64127, 1.45727, 0.43687)
O (-0.16027, 0.22227, -1.16813)
O (3.04173, -2.72773, -1.23913)
O (-2.49427, 1.21627, 0.60487)
N (0.01473, -4.00273, 0.34987)
N (-0.36127, 2.80627, -0.86613)
N (-0.36727, 0.79127, 2.08787)
C (-1.00027, 3.00227, 2.37687)
C (-2.64127, 1.20427, 2.03887)
C (2.38473, -3.66073, -0.40913)
C (1.83673, 2.21127, -0.08313)
C (1.09673, -1.82473, 0.83087)
C (-3.69427, 0.72627, -0.01913)
C (1.01773, -3.09573, -0.09113)
C (0.76773, 0.97927, -2.01013)
C (-1.23627, -0.49273, -1.75213)
C (0.94373, 2.35227, -1.28013)
C (-1.38727, 1.62727, 2.72087)
C (3.09073, -2.83073, -2.64313)
H (-0.73027, -3.38373, 0.78887)
H (2.64273, 2.93127, -0.10713)
H (-2.97827, 0.24627, 2.45587)
H (-1.42027, 1.52527, 3.78387)
H (-0.88627, -1.32073, -2.41713)
H (1.93473, -1.27873, 0.48487)
H (-3.50727, 0.67727, -1.07813)
H (-0.63827, -0.16973, 2.44287)
H (2.20873, 1.15927, -0.05813)
H (-3.75827, -0.32573, 0.42687)
H (-4.63627, 1.13427, 0.26887)
H (2.97373, -3.80473, 0.48387)
H (2.35173, -4.63373, -0.96613)
H (-1.54727, 3.70327, 2.78687)
H (-1.04827, 3.29927, 1.29787)
H (0.42273, 0.95727, 2.72987)
H (0.30673, -1.07973, 0.75087)
H (-1.87327, 0.21227, -2.33213)
H (1.70873, 0.41027, -2.22113)
H (1.26073, -2.18473, 1.79987)
H (1.34973, 2.43927, 0.88387)
H (0.56073, -2.72773, -1.05713)
H (-0.00727, 3.07227, 2.77387)
H (-0.93327, 3.03727, -1.71313)
H (1.51573, 3.12327, -1.86413)
H (-1.82927, -1.03573, -1.08113)
H (3.68373, -1.91973, -2.91913)
H (0.46773, -4.32973, 1.15987)
H (-3.42327, 1.98927, 2.20587)
H (2.07773, -2.71473, -2.97313)
H (0.35173, 1.11827, -2.98213)
H (3.40573, -3.86573, -2.93013)
H (-0.21727, 3.77827, -0.71013)

One molecule with the formula C14H21NO2S at a distorted geometry. Source: the Open Molecules 2025 dataset; level of theory: ωB97M-V with the def2-TZVPD basis set.

The electronic energy is -1149.38754 Ha. The calculation puts the highest occupied orbital energy at -9.1 eV. For the orbital gap, the calculation gives 9.70 eV. Its structure (SMILES) is CN(C1CCCCC1)S(=O)(=O)Cc1ccccc1. Its lowest unoccupied orbital energy is 0.64 eV. As for the energy relative to the best compared isomer or geometry (same formula, charge and spin): 76.6 kcal/mol.

Positions of all 39 atoms, in Å:
S (-1.80908, 0.39780, 0.65551)
O (-3.17053, 0.11899, 0.07775)
O (-2.04988, 0.42036, 2.10528)
N (-0.52070, -0.69771, 0.20742)
C (-0.02058, 2.89845, -3.43231)
C (-0.59279, -1.10209, -1.19168)
C (1.16882, -2.45628, 0.57081)
C (1.91596, -3.15488, 1.72555)
C (0.24423, -1.35179, 1.20381)
C (-2.39343, 2.32062, -2.03959)
C (-1.21821, 1.93069, 0.07873)
C (-1.19165, 2.06199, -1.41814)
C (-1.22256, 2.91215, -4.08325)
C (1.04448, -0.38759, 2.16398)
C (1.76954, -1.11284, 3.26567)
C (-2.36789, 2.65512, -3.38503)
C (2.81454, -2.14726, 2.56003)
C (0.01005, 2.41066, -2.11379)
H (-0.22680, 2.12968, 0.40456)
H (-0.31171, -1.93985, 2.02208)
H (-1.60528, -0.86540, -1.49868)
H (0.91841, 3.01333, -3.89313)
H (2.28897, -0.37988, 3.92746)
H (-0.06738, -0.45789, -1.92560)
H (-0.24322, -2.09075, -1.40002)
H (0.57651, -3.14674, 0.10398)
H (-3.33711, 2.68072, -3.91989)
H (0.88169, -1.57088, 3.81925)
H (1.71350, 0.32617, 1.61180)
H (0.35498, 0.34422, 2.60429)
H (-1.89133, 2.62925, 0.58037)
H (0.94117, 2.25604, -1.64507)
H (-1.40420, 3.17769, -5.10209)
H (3.51592, -1.66926, 1.87995)
H (-3.30668, 2.12021, -1.44822)
H (2.39428, -4.07355, 1.43488)
H (3.47712, -2.59356, 3.25615)
H (1.07877, -3.51431, 2.37859)
H (1.84205, -2.09164, -0.14145)